Molecular formula: C6H10O
Method: DFT, ωB97M-V/def2-TZVPD

The HOMO energy is -9.40 eV. For the total energy, the calculation gives -309.79360 Eh. The SMILES is O=C[C@@H]1C=CCC1.[H][H]. As for the HOMO-LUMO gap: 10.478 eV. Its lowest unoccupied orbital energy is 1.1 eV. The value obtained for the molar mass is 98.145 Da.

Geometry (Å):
O1 1.79771 -0.96679 1.32131
C1 1.71092 -0.68216 0.15054
C2 0.45454 -0.22642 -0.55533
C3 -0.83707 -0.29502 0.28360
C4 -1.57061 1.03765 0.01366
C5 -0.48005 1.93725 -0.51439
C6 0.60870 1.25631 -0.85658
H1 0.46808 -2.88161 1.31112
H2 2.61589 -0.68924 -0.49594
H3 0.09719 -3.49207 1.10282
H4 0.38298 -0.78813 -1.50100
H5 -0.56620 -0.37230 1.34330
H6 -1.44896 -1.16777 0.03386
H7 -2.35180 0.91924 -0.74985
H8 -2.06787 1.43753 0.90411
H9 -0.60042 3.00982 -0.63770
H10 1.51267 1.67380 -1.29450

=====

Molecular formula: C6H10O
Method: DFT, ωB97M-V/def2-TZVPD

The HOMO energy is -9.24 eV. For the total energy, the calculation gives -309.75176 Eh. The SMILES is O=CCCC1CC1. As for the HOMO-LUMO gap: 10.335 eV. Its lowest unoccupied orbital energy is 1.1 eV. The value obtained for the molar mass is 98.145 Da.

Geometry (Å):
O1 1.13710 -1.45735 1.70354
C1 1.90086 -0.98393 0.88514
C2 1.51355 0.09621 -0.05044
C3 0.41283 1.00660 0.45647
C4 -0.77025 0.73458 -0.48018
C5 -0.95908 -0.70017 -0.84095
C6 -2.09860 0.35232 -0.04608
H1 2.89974 -1.43214 0.71998
H2 2.34844 0.57663 -0.57743
H3 0.79468 -0.59958 -0.83617
H4 0.63296 2.07773 0.41855
H5 0.13449 0.73190 1.48193
H6 -0.79409 1.36348 -1.37141
H7 -1.14887 -1.05326 -1.84983
H8 -0.78237 -1.48587 -0.10502
H9 -2.99082 0.85398 -0.44974
H10 -2.23058 -0.08114 0.94164

=====

Molecular formula: C6H10O
Method: DFT, ωB97M-V/def2-TZVPD

The HOMO energy is -9.40 eV. For the total energy, the calculation gives -309.72599 Eh. The SMILES is CC1=C[C@H]2OC[C@@H]12.[H][H]. As for the HOMO-LUMO gap: 10.511 eV. Its lowest unoccupied orbital energy is 1.1 eV. The value obtained for the molar mass is 98.145 Da.

Geometry (Å):
C1 1.72345 -0.62272 -0.12327
C2 0.40042 0.00399 0.15326
C3 -0.22509 1.11602 -0.26293
C4 -1.57175 0.64303 0.21021
O1 -2.26307 -0.17600 -0.77232
C5 -1.70258 -1.37916 -0.23215
C6 -0.84487 -0.59814 0.77627
H1 2.22305 -0.96427 0.78935
H2 2.38790 0.05855 -0.66174
H3 1.56348 -1.50396 -0.75935
H4 2.47137 2.45973 0.31795
H5 0.08411 1.97342 -0.85184
H6 2.51388 2.55744 -0.42110
H7 -2.26231 1.29272 0.75164
H8 -1.15637 -1.97615 -0.97458
H9 -2.47905 -2.00002 0.22997
H10 -0.86256 -0.88449 1.83063

=====

Molecular formula: C6H10O
Method: DFT, ωB97M-V/def2-TZVPD

The HOMO energy is -9.11 eV. For the total energy, the calculation gives -309.65984 Eh. As for the HOMO-LUMO gap: 10.233 eV. Its lowest unoccupied orbital energy is 1.1 eV. The value obtained for the molar mass is 98.145 Da.

Geometry (Å):
C1 1.25750 -0.47448 -0.37460
C2 0.63872 0.08585 0.81323
C3 0.19070 0.77562 -0.48108
C4 -1.28431 0.60822 -0.04301
O1 -2.09694 -0.31347 -0.75333
C5 -1.48986 -1.37502 0.00769
C6 -0.80740 -0.38494 1.00240
H1 2.34951 -0.30136 -0.38355
H2 2.60863 1.58977 -0.85754
H3 1.02981 -1.40898 -0.86270
H4 1.21740 0.51550 1.62324
H5 2.10419 2.10288 -0.68281
H6 0.47234 1.47683 -1.23991
H7 -1.83289 1.52267 0.25102
H8 -0.83721 -1.98272 -0.62622
H9 -2.25945 -1.99819 0.46285
H10 -1.14134 -0.43144 2.03354

=====

Molecular formula: C6H10O
Method: DFT, ωB97M-V/def2-TZVPD

The HOMO energy (alpha / beta) is -13.21 / -15.44 eV. For the total energy, the calculation gives -309.53313 Eh. As for the HOMO-LUMO gap (alpha / beta): 8.554 / 8.736 eV. Its net charge is +1. Its lowest unoccupied orbital energy (alpha / beta) is -4.7 / -6.7 eV. The spin multiplicity is 2. The value obtained for the molar mass is 98.145 Da.

Geometry (Å):
C1 2.69774 -0.71570 -0.24316
C2 1.49892 0.04788 0.19466
C3 0.24307 -0.48133 -0.00612
C4 -0.97944 0.20839 0.05391
C5 -2.06384 -0.30719 -0.64850
O1 -3.30216 -0.21085 -0.26879
C6 1.76342 1.36398 0.80660
H1 3.51791 -0.58510 0.46965
H2 3.05743 -0.35326 -1.20552
H3 2.46410 -1.77634 -0.27144
H4 0.18860 -1.45606 -0.47435
H5 -1.05373 1.11038 0.65043
H6 -2.00975 -0.82424 -1.59208
H7 -3.38000 0.34688 0.53373
H8 0.92407 2.04700 0.72550
H9 2.03264 1.23449 1.86090
H10 2.65802 1.77391 0.35566

=====

Molecular formula: C6H10O2
Method: DFT, ωB97M-V/def2-TZVPD

The HOMO energy is -8.47 eV. For the total energy, the calculation gives -385.06898 Eh. The SMILES is CC(=O)/C(C)=C(\C)O. As for the HOMO-LUMO gap: 9.195 eV. Its lowest unoccupied orbital energy is 0.7 eV. The value obtained for the molar mass is 114.144 Da.

Geometry (Å):
C1 0.81672 -0.31098 1.97416
C2 -2.11943 -0.61948 -0.49542
C3 0.52840 0.80182 -1.82726
C4 1.04323 -0.09240 0.50498
C5 -1.19719 0.44916 0.02030
C6 0.21373 0.46573 -0.40847
O1 2.32577 -0.41121 0.06778
O2 -1.59020 1.40686 0.70124
H1 2.89111 -0.59144 0.83835
H2 -0.13617 0.08083 2.33584
H3 0.84004 -1.38321 2.19348
H4 1.60454 0.17586 2.55934
H5 -2.79702 -0.19345 -1.23932
H6 -2.69945 -1.02090 0.34006
H7 -1.55153 -1.43589 -0.95046
H8 0.93283 1.81667 -1.89266
H9 -0.36238 0.75357 -2.46207
H10 1.25698 0.10845 -2.25988

=====

Molecular formula: C6H10O2
Method: DFT, ωB97M-V/def2-TZVPD

The HOMO energy is -7.71 eV. For the total energy, the calculation gives -384.82851 Eh. As for the HOMO-LUMO gap: 8.213 eV. Its lowest unoccupied orbital energy is 0.5 eV. The value obtained for the molar mass is 114.144 Da.

Geometry (Å):
C1 0.73914 -0.38299 0.08708
C2 0.13174 1.55579 -0.85894
C3 1.00383 -1.36676 -1.05807
C4 -0.51654 -2.49275 0.77868
C5 -0.03101 3.75695 0.09422
C6 -0.28431 -1.38993 -0.20905
O1 -1.54026 -1.10243 -0.77737
O2 0.20327 2.29046 0.14694
H1 1.67617 -2.10938 -0.90824
H2 0.85475 -0.95596 -1.95440
H3 1.28397 -0.20383 0.96870
H4 0.26590 -2.45230 1.72477
H5 -1.44445 -2.24861 1.27535
H6 -0.47388 -3.57150 0.53088
H7 0.57720 4.39246 -0.64254
H8 0.33788 3.94787 1.06845
H9 -1.05393 3.81228 0.02212
H10 -1.28058 -0.20979 -1.12124

=====

Molecular formula: C6H10O2
Method: DFT, ωB97M-V/def2-TZVPD

The HOMO energy is -9.20 eV. For the total energy, the calculation gives -384.90981 Eh. The SMILES is CC1(C)[C@H]2OCO[C@@H]21. As for the HOMO-LUMO gap: 10.087 eV. Its lowest unoccupied orbital energy is 0.9 eV. The value obtained for the molar mass is 114.144 Da.

Geometry (Å):
C1 -0.79916 -1.89620 -0.12599
C2 -0.34255 -0.52659 0.45154
C3 -0.60714 -0.49649 1.97449
C4 -0.43051 0.60975 -0.56443
C5 1.10742 1.85609 -1.55287
C6 0.88815 0.32319 0.00848
H1 -1.81988 -2.02780 0.23634
H2 -0.83690 -1.92190 -1.22537
H3 -0.12180 -2.62224 0.23947
H4 -0.44157 0.50992 2.44581
H5 -1.60584 -0.78159 2.20372
H6 0.08955 -1.22055 2.49030
H7 -0.42792 0.04427 -1.50453
H8 1.68075 2.76243 -1.40546
H9 1.09060 1.65212 -2.60809
H10 0.99391 0.97329 0.87287
O1 -0.25475 2.01053 -0.98866
O2 1.83763 0.75178 -0.94762

=====

Molecular formula: C6H10O2
Method: DFT, ωB97M-V/def2-TZVPD

The HOMO energy is -7.43 eV. For the total energy, the calculation gives -385.03627 Eh. The SMILES is COC1=C(C)OCC1. As for the HOMO-LUMO gap: 8.408 eV. Its lowest unoccupied orbital energy is 1.0 eV. The value obtained for the molar mass is 114.144 Da.

Geometry (Å):
C1 -2.33628 -0.59657 0.68438
C2 -0.41223 0.04524 -0.37542
C3 0.53438 -0.17690 0.55380
C4 0.42259 -0.60577 1.98761
C5 1.78886 0.62872 -1.23190
C6 0.29149 0.64281 -1.63181
H1 -1.98012 -0.01755 1.56236
H2 -2.07530 -1.63145 0.77523
H3 -3.39868 -0.46823 0.60631
H4 -0.42680 -1.31078 2.13902
H5 1.33834 -1.16350 2.31538
H6 0.24554 0.19755 2.71135
H7 2.32183 -0.14036 -1.76846
H8 2.22633 1.60227 -1.37473
H9 -0.12436 1.66687 -1.78940
H10 0.09147 0.12502 -2.56322
O1 -1.74859 -0.05430 -0.48571
O2 1.75470 0.24366 0.16898

=====

Molecular formula: C6H10O2
Method: DFT, ωB97M-V/def2-TZVPD

The HOMO energy is -9.64 eV. For the total energy, the calculation gives -384.93744 Eh. As for the HOMO-LUMO gap: 10.669 eV. Its lowest unoccupied orbital energy is 1.0 eV. The value obtained for the molar mass is 114.144 Da.

Geometry (Å):
C1 -0.41815 -1.31790 1.03287
C2 -1.48009 -0.95429 -0.15231
C3 -0.61236 0.24382 -0.61087
C4 -0.03813 1.35562 -1.49431
C5 1.56977 0.52027 0.21665
C6 0.34555 0.06605 1.17479
H1 -0.91345 -1.57258 1.96215
H2 0.23384 -2.15512 0.74053
H3 -2.43469 -0.67536 0.25422
H4 -1.60919 -1.75859 -0.88734
H5 0.20914 -0.44754 -0.81399
H6 0.19821 1.09694 -2.52508
H7 -0.58668 2.29203 -1.52235
H8 2.07913 -0.37020 -0.21345
H9 2.31127 1.05923 0.78317
H10 0.54874 0.27661 2.21996
O1 1.22709 1.45904 -0.82770
O2 -0.62999 0.88197 0.66305